# 1
The following is a quantum chemistry calculation of C52H42ClN9O9PSY as an isolated structure, from the Open Molecules 2025 dataset.

As for the HOMO energy: -7.034 eV. The frontier orbital gap comes out at 6.48 eV. As for the net charge: 0. The energy above the lowest of the compared OMol25 structures with the same formula, charge and spin is 0.6445 eV. The calculation puts the maximum force at 1.29 eV/A. As for the energy: -120133.303 eV.

Geometry as XYZ:
```
116
C52H42ClN9O9PSY, DFT ωB97M-V with the def2-TZVPD basis set
C 2.438 -1.221 -2.735
H -5.717 1.753 1.437
H -5.708 -3.905 0.582
C 2.468 0.269 -4.574
H 4.631 -1.490 3.215
N 2.435 1.304 -3.703
H -3.211 -0.651 4.002
C -0.918 2.683 4.520
H -0.454 3.108 5.401
H -8.897 4.577 -2.132
C 4.142 -0.635 2.772
O -2.373 0.290 -2.646
S -0.202 3.521 0.038
N 2.428 0.184 1.328
Cl -0.958 0.179 -2.739
H -5.147 -4.001 2.999
O 0.514 -2.297 0.322
C 2.465 1.069 -2.326
C -4.661 1.739 1.666
C -3.876 -2.912 0.062
C -1.952 1.547 2.264
C 0.792 -6.076 3.189
C -2.447 0.969 1.046
H -0.184 -5.953 5.100
O -0.280 1.267 -1.992
C -4.777 -3.487 0.945
N 2.481 -2.472 -2.305
C 2.672 6.746 -1.343
H 5.349 0.852 3.740
Y 0.384 -0.054 0.012
C -1.134 -1.156 4.226
H -2.009 -1.939 -0.198
H 2.466 -3.205 -2.992
H 2.603 -1.824 -4.837
H 3.365 7.507 -1.676
N -0.630 1.373 2.540
H 0.930 -1.433 4.770
H -5.070 5.950 -0.356
H -9.383 6.073 -1.294
N 2.699 3.750 0.823
C -7.072 5.210 -0.242
C -2.818 2.259 3.117
C -4.198 2.374 2.793
C 3.879 1.712 2.434
C -0.044 -1.084 5.102
H 1.723 -5.838 1.263
N 2.307 -0.216 -1.853
C -6.330 4.133 2.217
C -8.001 4.510 0.516
C 2.061 2.543 0.912
C -5.408 4.851 1.456
H -0.556 5.776 -1.660
C 4.538 0.658 3.050
C 1.189 -3.336 0.649
N -5.007 3.013 3.802
H 2.289 3.343 -3.347
C 1.347 6.777 -1.747
H -8.344 3.473 2.373
C 3.118 5.729 -0.509
C 2.839 1.435 1.565
H 2.439 0.532 -5.624
C -7.623 4.000 1.758
H 2.365 -2.764 -1.327
O -0.517 0.190 -4.100
C 0.917 4.776 -0.477
O -1.618 0.392 0.211
C -0.144 1.925 3.617
H 1.211 2.738 -4.621
C -2.684 -2.368 0.526
H -2.884 3.397 4.951
C -3.802 1.045 0.802
H 2.958 2.924 -4.935
H -4.182 0.569 -0.093
H 4.151 2.734 2.660
C -2.501 -0.165 5.961
C 2.546 -0.997 -4.147
H -4.093 -2.878 -0.998
H 0.675 -0.563 7.053
O 2.641 2.017 -1.572
C -3.275 -2.994 2.755
C 2.209 2.665 -4.189
H -8.661 6.154 -2.915
H 4.157 5.695 -0.196
H -3.465 0.217 6.278
H -4.397 4.983 1.822
C 0.715 -4.063 1.872
H -3.046 -3.070 3.811
C -5.775 5.388 0.243
C 0.476 5.778 -1.327
O -0.483 -1.052 -2.056
C 2.241 4.758 -0.064
H 2.739 -1.824 1.664
C -2.247 2.844 4.274
O -7.333 5.769 -1.455
C 3.076 -0.826 1.908
H 0.988 7.568 -2.390
C -8.646 5.628 -1.966
H 1.092 -7.109 3.311
N -6.027 3.677 3.560
H 3.703 3.692 0.879
C 0.073 -5.428 4.187
C -0.037 -3.404 2.856
N 0.863 2.301 0.570
H -1.540 0.242 7.836
C -0.183 -0.595 6.391
C -4.466 -3.535 2.297
P -0.740 -1.706 2.506
C -0.326 -4.111 4.026
C 1.130 -5.380 2.044
C -1.422 -0.140 6.829
C -2.373 -2.376 1.884
H -9.014 4.365 0.170
H 0.914 1.763 3.816
C -2.357 -0.664 4.669
O 2.230 -3.708 0.097
H -0.878 -3.634 4.825
```

Atom charges from the Löwdin analysis, given in e for atoms 1 to 8: number 1, C, carries -0.3703; number 2, H, carries 0.1160; number 3, H, carries 0.1000; number 4, C, carries -0.0647; number 5, H, carries 0.1162; number 6, N, carries -0.0386; number 7, H, carries 0.1084; number 8, C, carries -0.0426

---

# 2
The following is a quantum chemistry calculation of a 13-piece molecular cluster, C13H52O13 overall, from the Open Molecules 2025 dataset.

As for the HOMO energy: -10.163 eV. The frontier orbital gap comes out at 10.15 eV. As for the net charge: 0. The energy above the lowest of the compared OMol25 structures with the same formula, charge and spin is 4.3589 eV. The calculation puts the maximum force at 2.29 eV/A. As for the energy: -40933.662 eV.

Geometry as XYZ:
```
78
C13H52O13, DFT ωB97M-V with the def2-TZVPD basis set
O 6.211 -8.262 2.072
O 7.110 3.914 2.152
C 3.749 0.279 5.646
H 3.166 0.159 6.559
C 6.541 -2.230 -3.596
H -1.550 -6.347 4.417
C -1.479 2.472 -8.097
H 6.630 -8.586 2.873
H 6.423 -6.151 1.659
H -5.723 -3.761 -0.051
H -0.569 4.585 3.762
H -4.535 3.616 -2.259
H -0.278 -0.431 1.371
H 6.971 -1.338 -4.051
H 1.908 -1.001 1.037
H -7.061 -3.828 -1.171
O -3.606 -0.569 6.710
H 7.804 3.349 0.377
H -6.284 -0.966 -6.412
H -2.903 4.078 2.679
H -0.521 -0.294 -0.334
O -2.727 -7.198 3.007
H 2.673 7.035 -4.172
H -5.047 6.224 -1.350
O -5.159 -0.235 -4.776
C 1.952 6.255 -4.417
H 4.808 -6.762 2.102
H -7.745 -5.781 -0.253
H -5.776 5.577 -2.722
C -2.424 -1.069 7.412
H 1.952 4.549 -5.226
H -2.121 1.761 -8.618
H -1.762 1.457 -6.464
C -6.750 -4.108 -0.165
H 3.193 0.819 4.879
H -2.451 -5.183 3.414
O 7.016 -3.357 -4.245
H -7.144 -0.103 -5.204
H 6.726 -2.239 -2.522
C -1.579 4.926 3.989
H -1.980 -0.329 8.078
O 4.096 -0.993 5.156
H -3.290 -6.847 2.314
H -6.080 0.711 -6.408
H -4.907 -1.161 -4.763
C -1.909 -6.129 3.411
H 1.509 5.924 -3.477
H 1.079 6.626 -4.953
H 5.886 -6.519 3.338
H -1.672 5.052 5.067
C 6.917 3.828 0.790
O 2.592 5.263 -5.191
O -1.016 1.816 -6.950
H -1.026 -6.028 2.780
O 1.338 -1.022 0.265
H -7.385 -3.664 0.602
H 4.660 0.839 5.857
O -6.842 -5.561 -0.015
O -4.597 4.293 -1.582
C 0.245 -0.219 0.439
H 6.047 3.199 0.601
H -0.720 2.779 -8.816
H -2.586 -1.977 7.993
H -1.694 5.879 3.472
H -3.357 0.202 6.195
O -2.601 3.981 3.585
H -2.056 3.373 -7.888
H 6.431 4.464 2.550
H 0.607 0.809 0.412
C -6.185 -0.129 -5.721
C -4.843 5.525 -2.162
H 4.579 -1.470 5.835
H -1.655 -1.363 6.698
H 6.642 4.765 0.305
C 5.877 -6.846 2.298
H 5.462 -2.151 -3.731
H 6.792 -4.085 -3.660
H -3.996 5.906 -2.733
```

Atom charges from the Löwdin analysis, given in e for atoms 1 to 8: number 1, O, carries -0.1324; number 2, O, carries -0.1120; number 3, C, carries -0.1730; number 4, H, carries 0.0754; number 5, C, carries -0.1997; number 6, H, carries 0.0767; number 7, C, carries -0.1847; number 8, H, carries 0.0593

---

# 3
The following is a quantum chemistry calculation of a 2-piece molecular cluster, C3H9N3 overall, from the Open Molecules 2025 dataset.

The spin multiplicity is 2. As for the HOMO energy (spin up / spin down): -10.541 / -10.541 eV. The frontier orbital gap (spin up / spin down) comes out at 4.79 / 1.96 eV. As for the net charge: +1. The energy above the lowest of the compared OMol25 structures with the same formula, charge and spin is 3.9749 eV. The calculation puts the maximum force at 5.77 eV/A. As for the energy: -7715.084 eV.

Geometry as XYZ:
```
15
C3H9N3, DFT ωB97M-V with the def2-TZVPD basis set
H 5.670 4.617 1.540
N 4.678 1.634 0.256
C 5.164 2.945 0.293
H -3.243 -1.736 -1.189
H -4.671 -3.128 0.869
C -4.683 -3.776 -0.051
C -4.286 -1.742 -0.975
N 5.178 3.735 1.409
H -4.335 -4.875 -0.066
H -4.659 -1.153 -0.049
N -4.856 -3.161 -1.096
H 4.659 3.145 2.072
H -4.708 -1.260 -1.838
H 5.854 3.198 -0.502
H 4.237 1.556 -0.674
```

Atom charges from the Löwdin analysis, given in e for atoms 1 to 8: number 1, H, carries 0.1622; number 2, N, carries 0.2747; number 3, C, carries -0.0911; number 4, H, carries 0.0525; number 5, H, carries 0.0710; number 6, C, carries -0.1485; number 7, C, carries -0.1306; number 8, N, carries 0.2322

---

Question: Which value of maximum force does entry 3 give?
Answer: 5.77 eV/A

---

Question: Which value of net charge does entry 1 give?
Answer: 0

---

Question: Among the records above, which one has the highest maximum force?
Answer: C3H9N3